The following is a quantum chemistry calculation of a molecular structure, C47H55CsF3NOPS2SbSi, from the OMol25 dataset.

Geometry as XYZ:
```
113
Properties=species:S:1:pos:R:3:mulliken_charge:R:1
Cs -1.673 -0.490 -0.104 1.5061
C -2.241 2.181 -5.287 -1.6632
C -2.082 1.415 -3.967 0.6312
C -2.915 0.126 -4.019 -1.2750
P -0.444 0.984 -3.172 0.6774
C 0.232 2.684 -2.781 0.5611
C 1.276 2.583 -1.661 -1.4744
C 0.793 3.485 -3.962 -1.4796
C 0.652 0.276 -4.432 0.0178
C 0.468 0.301 -5.811 0.3893
C 1.282 -0.386 -6.706 0.3946
C 1.031 -0.351 -8.194 -1.6686
C 2.321 -1.141 -6.152 -1.0472
C 2.554 -1.198 -4.794 -0.7139
C 1.746 -0.470 -3.863 -0.2421
N 1.904 -0.451 -2.541 -0.2001
C 2.963 -1.104 -1.933 -0.8588
C 4.311 -0.753 -2.117 1.8216
C 4.705 0.384 -3.026 -1.8149
C 5.307 -1.453 -1.431 -0.8024
C 5.022 -2.478 -0.544 0.7458
C 6.115 -3.247 0.155 -1.4156
C 3.678 -2.786 -0.333 -0.7144
C 2.663 -2.121 -0.997 0.8528
C 1.224 -2.497 -0.766 -0.7094
H -3.218 2.677 -5.312 0.3956
H -2.217 1.500 -6.139 0.4283
H -1.477 2.942 -5.443 0.2639
H -2.512 2.048 -3.180 0.2247
H -2.488 -0.573 -4.743 0.2312
H -3.951 0.327 -4.311 0.5139
H -2.923 -0.376 -3.049 0.0317
H -0.643 3.204 -2.373 0.4818
H 2.144 2.000 -1.979 0.1906
H 0.876 2.080 -0.778 0.2394
H 1.605 3.585 -1.366 0.5379
H 1.313 2.835 -4.670 0.2198
H 1.511 4.233 -3.609 0.4528
H 0.012 4.019 -4.506 0.2920
H -0.345 0.884 -6.225 -0.0653
H 0.338 0.453 -8.453 0.3387
H 0.595 -1.284 -8.568 0.2937
H 1.952 -0.181 -8.760 0.3572
H 2.971 -1.705 -6.819 0.3028
H 3.366 -1.806 -4.409 0.4740
H 3.831 0.904 -3.415 0.0640
H 5.285 0.033 -3.885 0.4308
H 5.322 1.106 -2.483 0.4488
H 6.345 -1.172 -1.599 0.2708
H 7.097 -2.841 -0.096 0.3395
H 6.108 -4.301 -0.136 0.3209
H 6.005 -3.218 1.243 0.1919
H 3.415 -3.569 0.376 0.2670
H 1.151 -3.385 -0.136 0.3821
H 0.717 -2.682 -1.715 0.4690
H 0.679 -1.692 -0.273 -0.8436
F -2.887 -3.693 7.629 -0.3645
C -2.335 -2.937 6.640 0.4317
C -1.516 -1.885 6.992 -0.7918
C -0.949 -1.118 5.978 0.1062
C -1.203 -1.397 4.636 -0.1103
C -2.046 -2.466 4.330 -0.1365
C -2.619 -3.247 5.329 -0.5656
Sb -0.256 -0.334 3.031 0.9990
C 0.498 1.362 4.164 -0.1280
C -0.105 2.621 4.053 -0.4220
C 0.381 3.726 4.746 -0.7157
C 1.480 3.560 5.560 0.4805
F 1.961 4.636 6.243 -0.3689
C 2.107 2.344 5.709 -0.8035
C 1.610 1.251 5.003 -0.0209
C 1.661 -1.455 3.395 -0.6456
C 1.737 -2.691 4.042 -0.2612
C 2.936 -3.400 4.146 -0.8285
C 4.069 -2.852 3.591 0.4468
F 5.249 -3.527 3.703 -0.4143
C 4.053 -1.650 2.917 -0.5019
C 2.841 -0.973 2.822 0.0252
H -1.327 -1.676 8.037 0.4254
H -0.312 -0.285 6.255 0.3664
H -2.289 -2.705 3.300 -0.0106
H -3.274 -4.075 5.089 0.4993
H -0.982 2.739 3.430 0.2327
H -0.087 4.699 4.662 0.4414
H 2.968 2.255 6.359 0.4225
H 2.106 0.295 5.119 0.3938
H 0.849 -3.123 4.490 0.3602
H 2.992 -4.358 4.650 0.4162
H 4.959 -1.270 2.461 0.4209
H 2.832 -0.033 2.275 0.4907
C -4.498 3.799 0.643 -0.9310
Si -4.620 3.086 2.362 -0.1471
C -6.358 2.455 2.577 -0.9552
C -4.347 4.470 3.583 -0.9726
C -3.399 1.811 2.624 -0.4403
C -2.523 0.989 2.903 -0.1015
H -5.310 4.514 0.470 0.3010
H -4.576 3.009 -0.109 0.2484
H -3.546 4.313 0.490 0.2740
H -7.066 3.279 2.439 0.2628
H -6.509 2.026 3.571 0.2948
H -6.585 1.677 1.842 0.2818
H -5.160 5.203 3.558 0.3014
H -3.408 4.989 3.367 0.2569
H -4.275 4.061 4.594 0.3030
C -5.009 -2.937 -2.186 -0.7912
O -4.088 -2.883 -1.107 -0.2210
C -4.026 -3.938 -0.239 0.0805
S -5.025 -5.267 -0.476 -0.4382
S -2.830 -3.714 0.944 -0.3950
H -4.919 -1.971 -2.680 0.1061
H -6.027 -3.098 -1.833 0.3699
H -4.757 -3.740 -2.877 0.3792
```

Spin multiplicity: 1
HOMO energy, eV: -1.86
Total charge: -2
Electronic energy, eV: -107245.1192
Relative energy (zero: lowest compared OMol25 entry of this formula, charge and spin), kJ/mol: 67.86
Strongest force on any atom, eV Å⁻¹: 0.9

=====

The following is a quantum chemistry calculation of 2 unconnected molecules or ions with the total composition C2H8N5 in a non-equilibrium geometry, from the OMol25 dataset.

Geometry as XYZ:
```
15
Properties=species:S:1:pos:R:3:mulliken_charge:R:1
C 1.327 1.295 0.348 -0.2471
C -0.690 1.012 -0.932 0.2014
N 0.190 -1.686 0.019 -0.9056
N 1.882 0.181 0.714 -0.1048
N -2.302 0.001 0.111 -0.6312
N -1.578 1.042 0.014 0.3945
N 0.587 1.213 -0.860 -0.0050
H 0.631 -2.003 -0.850 0.2943
H -0.879 -1.663 -0.218 0.2921
H 2.769 0.303 1.216 0.2558
H 1.402 -0.695 0.495 0.3857
H 0.282 -2.439 0.643 0.2623
H -2.996 0.101 0.781 0.2367
H -1.875 1.994 0.201 0.2792
H 1.250 1.344 -1.682 0.2916
```

Spin multiplicity: 1
HOMO energy (alpha / beta), eV: -12.91 / -13.00
Total charge: +1
Electronic energy, eV: -9641.0097
Relative energy (zero: lowest compared OMol25 entry of this formula, charge and spin), kJ/mol: 672.52
Strongest force on any atom, eV Å⁻¹: 5.1

=====

The following is a quantum chemistry calculation of 2 unconnected molecules or ions with the total composition C3H9OS in a non-equilibrium geometry, from the OMol25 dataset.

Geometry as XYZ:
```
14
Properties=species:S:1:pos:R:3:mulliken_charge:R:1
C -0.097 1.323 2.484 -0.5627
O 0.855 0.293 3.035 -0.5251
H -0.851 0.609 2.205 0.3066
H -0.276 1.877 3.394 0.2287
H 0.220 1.902 1.620 0.1589
C -0.601 -0.602 -2.509 -0.9920
C 0.541 -0.754 -1.487 -0.4362
S -0.290 -1.066 0.225 -0.7484
H -0.356 0.029 -3.383 0.3217
H -1.492 -0.166 -2.074 0.2783
H -0.926 -1.574 -2.881 0.2285
H 1.147 -1.664 -1.405 0.2224
H 1.212 0.103 -1.493 0.2177
H 0.913 -0.310 2.268 0.3016
```

Spin multiplicity: 1
HOMO energy, eV: -2.56
Total charge: -1
Electronic energy, eV: -16139.4304
Relative energy (zero: lowest compared OMol25 entry of this formula, charge and spin), kJ/mol: 156.88
Strongest force on any atom, eV Å⁻¹: 3.2

=====

The following is a quantum chemistry calculation of a molecular structure, C28H25N7PPtSe2, from the OMol25 dataset.

Geometry as XYZ:
```
64
Properties=species:S:1:pos:R:3:mulliken_charge:R:1
Pt -0.024 -0.658 0.203 2.2772
Se -0.009 0.078 2.526 -0.2151
P 2.186 -0.152 2.599 0.5486
Se 2.343 -0.913 0.454 0.0292
C 3.084 1.373 2.668 1.0132
C 2.536 2.445 3.375 -0.4578
C 3.276 3.608 3.512 -0.7804
C 4.542 3.699 2.945 -0.4654
C 5.080 2.633 2.233 -0.8626
C 4.357 1.462 2.091 -0.4249
C 2.756 -1.396 3.709 1.1784
C 1.867 -2.353 4.220 -0.3932
C 2.339 -3.306 5.102 -0.7798
C 3.682 -3.318 5.459 -0.4554
C 4.567 -2.373 4.946 -0.7191
C 4.112 -1.402 4.076 -0.5452
H 1.551 2.377 3.822 0.4561
H 2.868 4.442 4.066 0.4525
H 5.115 4.610 3.059 0.4482
H 6.066 2.715 1.795 0.4374
H 4.787 0.631 1.542 0.4451
H 0.822 -2.344 3.940 0.2896
H 1.661 -4.039 5.517 0.4277
H 4.045 -4.067 6.150 0.4238
H 5.607 -2.387 5.240 0.4349
H 4.796 -0.648 3.709 0.3670
N -0.295 2.659 -2.443 0.0119
C 0.187 3.388 -1.383 -0.9130
C 0.393 2.500 -0.376 -0.3198
N 0.056 1.248 -0.841 -0.3150
C -0.359 1.369 -2.082 -0.8573
C 0.276 -0.936 -2.830 0.4049
N 0.053 -1.655 -1.587 -0.5115
C -0.241 -2.928 -1.833 -0.3806
C -0.228 -3.155 -3.205 -0.6095
N 0.034 -1.986 -3.812 0.0432
H -0.543 3.029 -3.350 0.2641
H 0.327 4.454 -1.435 0.4584
H 0.750 2.669 0.625 0.4445
H -0.453 -3.646 -1.057 0.4863
H -0.390 -4.073 -3.746 0.4965
H 0.221 -1.879 -4.796 0.2763
N -2.106 -0.313 -2.489 0.1355
C -0.813 0.205 -2.927 1.8968
C -0.965 0.633 -4.369 -1.3672
C 0.050 0.799 -5.264 -0.6076
C 1.432 0.643 -5.047 -0.7949
C 2.092 0.218 -3.840 -0.2896
N 1.630 -0.432 -2.831 -0.2481
C -2.739 -0.419 -1.259 0.8445
C -4.145 -0.414 -1.316 -1.1248
C -4.900 -0.598 -0.190 -0.4254
C -4.250 -0.780 1.033 -1.0008
C -2.888 -0.760 1.042 -0.0932
N -2.117 -0.586 -0.071 0.0392
H -2.777 -0.362 -3.240 0.2770
H -1.975 0.847 -4.700 0.3791
H -0.239 1.131 -6.255 0.5505
H 2.090 0.933 -5.857 0.4870
H 3.146 0.475 -3.776 0.5183
H -4.624 -0.255 -2.273 0.4368
H -5.980 -0.592 -0.251 0.4765
H -4.792 -0.933 1.954 0.4723
H -2.355 -0.916 1.968 0.3285
```

Spin multiplicity: 5
HOMO energy (alpha / beta), eV: -15.95 / -16.90
Total charge: +3
Electronic energy, eV: -183074.5161
Relative energy (zero: lowest compared OMol25 entry of this formula, charge and spin), kJ/mol: 156.86
Strongest force on any atom, eV Å⁻¹: 0.3
Expectation value of S²: 6.056

=====

Which formula does entry 4 have?
C28H25N7PPtSe2